Density functional theory data (the ωB97M-V functional and the def2-TZVPD basis) for C3H5NOS3 in the gas phase at a distorted geometry.

Structure (XYZ):
```
13
Properties=species:S:1:pos:R:3
S -1.132 -0.489 -1.794
S 1.414 -0.161 -0.491
S 2.132 0.692 2.366
O -0.698 -1.215 0.766
N 0.550 0.037 2.221
C 0.224 0.755 -1.661
C -1.700 -0.787 -0.021
C 0.402 -0.498 0.939
H -2.307 -1.725 -0.214
H 0.141 1.855 -1.146
H 2.518 0.574 0.932
H -2.394 0.051 0.634
H 0.850 0.911 -2.531
```

Calculated values
Energy above the lowest of the compared OMol25 structures with the same formula, charge and spin ... 367.59 kJ/mol
E_LUMO ... -0.100 eV
Kohn-Sham gap ... 8.267 eV
Charge ... 0

Density functional theory data (the ωB97M-V functional and the def2-TZVPD basis) for C3H5NS in the gas phase at a distorted geometry.

Structure (XYZ):
```
10
Properties=species:S:1:pos:R:3
S 1.833 -0.518 -0.144
N 0.607 -1.643 0.101
C -0.682 0.264 -0.234
C -0.593 -1.214 -0.001
C 0.757 0.857 0.164
H -1.441 -1.900 0.085
H -1.414 0.731 0.469
H 0.923 1.723 -0.384
H -0.821 0.540 -1.266
H 0.830 1.160 1.208
```

Calculated values
Energy above the lowest of the compared OMol25 structures with the same formula, charge and spin ... 47.04 kJ/mol
E_LUMO ... 0.997 eV
Kohn-Sham gap ... 9.451 eV
Charge ... 0

Density functional theory data (the ωB97M-V functional and the def2-TZVPD basis) for 2 unconnected molecules or ions with the total composition C3H5NS at a distorted geometry.

Structure (XYZ):
```
10
Properties=species:S:1:pos:R:3
S 2.506 -0.698 -0.259
N -1.025 1.793 -0.025
C -1.036 0.781 0.483
C -1.166 -0.553 1.106
C 2.644 0.886 -0.184
H 3.611 1.174 0.429
H 2.165 1.628 -0.674
H -0.168 -0.917 1.300
H -1.794 -0.523 2.022
H -1.676 -1.135 0.323
```

Calculated values
Energy above the lowest of the compared OMol25 structures with the same formula, charge and spin ... 131.30 kJ/mol
E_LUMO ... -0.474 eV
Kohn-Sham gap ... 8.464 eV
Charge ... 0

Density functional theory data (the ωB97M-V functional and the def2-TZVPD basis) for C3H5NS in the gas phase at a distorted geometry.

Structure (XYZ):
```
10
Properties=species:S:1:pos:R:3
S -1.952 0.285 -0.370
N 0.764 0.265 -0.266
C 1.771 -0.803 -0.195
C 1.773 0.263 0.793
C -0.489 -0.151 0.234
H -0.548 -0.762 1.096
H 1.562 -1.801 0.105
H 2.572 -0.785 -0.911
H 2.510 1.066 0.656
H 1.458 0.020 1.842
```

Calculated values
Energy above the lowest of the compared OMol25 structures with the same formula, charge and spin ... 174.72 kJ/mol
E_LUMO ... -0.098 eV
Kohn-Sham gap ... 8.718 eV
Charge ... 0

Density functional theory data (the ωB97M-V functional and the def2-TZVPD basis) for C3H5NS in the gas phase at a distorted geometry.

Structure (XYZ):
```
10
Properties=species:S:1:pos:R:3
S 1.727 0.889 0.863
N -1.523 1.811 -0.899
C -0.468 -0.545 -0.603
C 0.504 -0.468 0.660
C -1.310 0.650 -0.717
H 0.951 1.686 0.142
H 0.245 -0.759 -1.388
H 0.994 -1.399 0.611
H -1.024 -1.365 -0.241
H -0.097 -0.501 1.572
```

Calculated values
Energy above the lowest of the compared OMol25 structures with the same formula, charge and spin ... 69.28 kJ/mol
E_LUMO ... 0.650 eV
Kohn-Sham gap ... 10.062 eV
Charge ... 0

Density functional theory data (the ωB97M-V functional and the def2-TZVPD basis) for a molecular structure, C3H5NS2 at a distorted geometry.

Structure (XYZ):
```
11
Properties=species:S:1:pos:R:3
S -0.986 1.440 0.026
S 3.235 0.466 0.348
N 1.587 0.243 0.160
C -1.251 -0.322 -0.182
C 0.934 1.362 0.242
C -2.383 -0.951 -0.638
H 1.457 2.275 0.364
H -2.459 -2.049 -0.482
H -3.385 -0.386 -1.202
H -0.446 -1.128 0.610
H 3.697 -0.949 0.754
```

Calculated values
Energy above the lowest of the compared OMol25 structures with the same formula, charge and spin ... 413.98 kJ/mol
E_LUMO ... 0.489 eV
Kohn-Sham gap ... 8.994 eV
Charge ... 0

Density functional theory data (the ωB97M-V functional and the def2-TZVPD basis) for C3H5NS2 in the gas phase at a distorted geometry.

Structure (XYZ):
```
11
Properties=species:S:1:pos:R:3
S -1.701 -0.703 -0.463
S -1.512 0.979 0.708
N 0.648 -1.040 1.672
C -0.105 -1.172 -0.733
C -0.014 1.751 -0.040
C 0.619 -1.415 0.562
H 0.837 -2.486 0.248
H 0.261 -1.490 -1.613
H 0.253 2.577 0.647
H 0.882 1.212 0.089
H -0.167 1.786 -1.077
```

Calculated values
<S²> ... 2.02
Energy above the lowest of the compared OMol25 structures with the same formula, charge and spin ... 0.00 kJ/mol
E_LUMO (spin up / spin down) ... 0.658 / -1.477 eV
Kohn-Sham gap (spin up / spin down) ... 8.171 / 7.337 eV
Charge ... 0
2S+1 ... 3

Density functional theory data (the ωB97M-V functional and the def2-TZVPD basis) for 2 unconnected molecules or ions with the total composition C3H5O2 at a distorted geometry.

Structure (XYZ):
```
10
Properties=species:S:1:pos:R:3
O 1.974 -1.485 -0.138
O -1.241 -0.085 0.115
C -2.236 -0.731 -0.071
C 1.392 0.928 0.083
C 1.712 -0.403 -0.047
H 0.441 1.132 -0.440
H 2.184 1.581 -0.306
H 1.206 1.171 1.140
H -3.242 -0.291 -0.074
H -2.191 -1.817 -0.262
```

Calculated values
Energy above the lowest of the compared OMol25 structures with the same formula, charge and spin ... 73.59 kJ/mol
E_LUMO ... -5.171 eV
Kohn-Sham gap ... 9.373 eV
Charge ... +1

Density functional theory data (the ωB97M-V functional and the def2-TZVPD basis) for a gas-phase ion, C3H5O2 (charge +1) at a distorted geometry.

Structure (XYZ):
```
10
Properties=species:S:1:pos:R:3
O -0.553 1.127 -0.076
O -1.297 -0.988 0.108
C 0.699 0.628 0.065
C -1.487 0.212 -0.031
C 0.703 -0.849 -0.078
H 1.216 0.834 0.996
H 0.917 -1.313 -0.995
H 0.993 -1.298 0.871
H -2.503 0.608 -0.218
H 1.311 1.040 -0.642
```

Calculated values
Energy above the lowest of the compared OMol25 structures with the same formula, charge and spin ... 156.47 kJ/mol
E_LUMO ... -6.517 eV
Kohn-Sham gap ... 11.076 eV
Charge ... +1

Density functional theory data (the ωB97M-V functional and the def2-TZVPD basis) for C3H5O2P in the gas phase at a distorted geometry.

Structure (XYZ):
```
11
Properties=species:S:1:pos:R:3
P 0.218 1.762 0.387
O 0.452 1.531 -1.109
O -1.006 -1.922 0.089
C -0.010 -1.460 -0.828
C -0.269 -0.731 0.414
C -0.961 0.498 0.500
H 1.278 1.665 1.417
H 0.407 -1.069 1.264
H 0.943 -1.992 -1.020
H -0.566 -1.218 -1.702
H -0.487 2.935 0.588
```

Calculated values
<S²> ... 2.01
Energy above the lowest of the compared OMol25 structures with the same formula, charge and spin ... 179.98 kJ/mol
E_LUMO (spin up / spin down) ... 0.859 / -2.069 eV
Kohn-Sham gap (spin up / spin down) ... 9.598 / 8.103 eV
Charge ... 0
2S+1 ... 3

Density functional theory data (the ωB97M-V functional and the def2-TZVPD basis) for a gas-phase ion, C3H5O2S (charge -1) at a distorted geometry.

Structure (XYZ):
```
11
Properties=species:S:1:pos:R:3
S 0.788 -2.323 -0.227
O -1.673 1.912 1.141
O 0.528 2.104 0.446
C -0.773 0.090 -0.186
C -0.652 1.628 0.465
C 0.683 -0.478 -0.600
H -1.466 -0.050 -1.002
H 1.008 -0.403 -1.671
H 1.337 -2.181 1.028
H 1.383 0.147 -0.148
H -1.162 -0.446 0.754
```

Calculated values
Energy above the lowest of the compared OMol25 structures with the same formula, charge and spin ... 78.83 kJ/mol
E_LUMO ... 3.252 eV
Kohn-Sham gap ... 7.269 eV
Charge ... -1

Density functional theory data (the ωB97M-V functional and the def2-TZVPD basis) for 3 unconnected molecules or ions with the total composition C3H5O2S4 at a distorted geometry.

Structure (XYZ):
```
14
Properties=species:S:1:pos:R:3
S -3.138 -1.408 0.995
S 3.042 1.643 0.442
S 0.650 -0.637 0.986
S -1.027 0.831 -0.927
O 3.271 -3.114 0.620
O 3.915 -1.494 -0.854
C 3.521 -2.241 -0.084
C 1.462 1.607 -0.430
C 0.453 0.704 -0.220
H -1.886 -1.152 0.700
H 0.904 0.180 2.061
H 1.118 2.357 -1.144
H -3.243 -0.360 1.832
H 2.610 1.741 1.782
```

Calculated values
Energy above the lowest of the compared OMol25 structures with the same formula, charge and spin ... 6.26 kJ/mol
E_LUMO ... 2.929 eV
Kohn-Sham gap ... 6.130 eV
Charge ... -1

Density functional theory data (the ωB97M-V functional and the def2-TZVPD basis) for 2 unconnected molecules or ions with the total composition C3H5O3 at a distorted geometry.

Structure (XYZ):
```
11
Properties=species:S:1:pos:R:3
O -0.289 2.675 2.085
O 0.119 -1.558 -0.154
O -0.478 0.941 0.500
C -0.946 1.869 1.320
C 1.370 -2.216 -2.157
C 0.301 -1.627 -1.493
H 1.145 -2.742 -3.046
H -0.590 -1.417 -2.070
H 2.413 -1.986 -1.859
H -0.213 -0.705 0.203
H -1.913 2.240 1.303
```

Calculated values
Energy above the lowest of the compared OMol25 structures with the same formula, charge and spin ... 159.78 kJ/mol
E_LUMO ... 4.032 eV
Kohn-Sham gap ... 8.602 eV
Charge ... -1

Density functional theory data (the ωB97M-V functional and the def2-TZVPD basis) for 2 unconnected molecules or ions with the total composition C3H5O3 at a distorted geometry.

Structure (XYZ):
```
11
Properties=species:S:1:pos:R:3
O -0.944 0.567 -1.391
O 1.164 0.610 2.065
O -1.852 -0.223 0.530
C 0.662 0.456 0.961
C 1.335 -0.488 -0.060
C -1.867 0.068 -0.697
H 1.686 0.080 -0.939
H 0.560 -1.220 -0.332
H -0.111 1.136 0.532
H 2.157 -0.832 0.596
H -2.790 -0.155 -1.264
```

Calculated values
Energy above the lowest of the compared OMol25 structures with the same formula, charge and spin ... 50.06 kJ/mol
E_LUMO ... 4.329 eV
Kohn-Sham gap ... 8.526 eV
Charge ... -1

Density functional theory data (the ωB97M-V functional and the def2-TZVPD basis) for 2 unconnected molecules or ions with the total composition C3H5O3 at a distorted geometry.

Structure (XYZ):
```
11
Properties=species:S:1:pos:R:3
O 1.134 -0.190 -0.823
O -1.878 0.562 -0.803
O -0.490 1.615 2.013
C -0.966 0.833 1.337
C -1.221 0.059 0.276
C 2.080 -0.836 -0.388
H -0.053 -0.080 -0.188
H -1.705 1.470 -0.967
H -1.711 -1.031 0.265
H 3.017 -0.845 -1.065
H 1.793 -1.556 0.343
```

Calculated values
Energy above the lowest of the compared OMol25 structures with the same formula, charge and spin ... 236.87 kJ/mol
E_LUMO ... -5.546 eV
Kohn-Sham gap ... 9.387 eV
Charge ... +1

Density functional theory data (the ωB97M-V functional and the def2-TZVPD basis) for a molecular structure, C3H5O3PS at a distorted geometry.

Structure (XYZ):
```
13
Properties=species:S:1:pos:R:3
S 3.946 -0.116 -0.707
P -2.437 -0.150 -0.167
O -2.208 -1.570 0.304
O -2.187 0.156 -1.574
O -3.043 0.841 0.753
C 1.312 0.210 -0.312
C 0.223 -0.008 0.691
C 2.743 0.326 0.311
H 1.009 1.103 -0.827
H 1.153 -0.516 -1.200
H 0.380 0.498 1.580
H -0.066 -1.034 0.956
H -0.825 0.260 0.194
```

Calculated values
Energy above the lowest of the compared OMol25 structures with the same formula, charge and spin ... 217.92 kJ/mol
E_LUMO ... 5.691 eV
Kohn-Sham gap ... 5.002 eV
Charge ... -2

Density functional theory data (the ωB97M-V functional and the def2-TZVPD basis) for a molecular structure, C3H5O3Pt at a distorted geometry.

Structure (XYZ):
```
12
Properties=species:S:1:pos:R:3
Pt 0.630 0.932 -2.773
O -1.410 -0.010 0.425
O -1.316 0.586 -1.837
O 0.531 -0.303 -0.831
C 0.824 -0.797 0.466
C -0.315 -0.263 1.340
C -0.955 0.536 -0.667
H 1.794 -0.406 0.801
H 0.804 -1.895 0.430
H -0.018 0.701 1.775
H -0.670 -1.004 2.063
H 0.103 1.925 -1.191
```

Calculated values
<S²> ... 2.03
Energy above the lowest of the compared OMol25 structures with the same formula, charge and spin ... 143.60 kJ/mol
E_LUMO (spin up / spin down) ... -6.570 / -6.910 eV
Kohn-Sham gap (spin up / spin down) ... 7.502 / 8.282 eV
Charge ... +1
2S+1 ... 3

Density functional theory data (the ωB97M-V functional and the def2-TZVPD basis) for a molecular structure, C3H5O3Tl at a distorted geometry.

Structure (XYZ):
```
12
Properties=species:S:1:pos:R:3
Tl 2.571 0.591 0.579
O 2.024 -1.357 0.010
O -0.178 -1.218 0.443
O 0.820 0.849 -0.312
C 0.867 -1.059 -0.401
C -1.192 -0.255 0.162
C -0.471 1.100 0.171
H -1.013 1.809 -0.476
H -1.966 -0.343 0.931
H 0.610 -1.164 -1.471
H -1.616 -0.458 -0.834
H -0.456 1.505 1.197
```

Calculated values
<S²> ... 0.76
Energy above the lowest of the compared OMol25 structures with the same formula, charge and spin ... 135.24 kJ/mol
E_LUMO (spin up / spin down) ... -4.533 / -8.405 eV
Kohn-Sham gap (spin up / spin down) ... 10.570 / 7.349 eV
Charge ... +1
2S+1 ... 2

Density functional theory data (the ωB97M-V functional and the def2-TZVPD basis) for a gas-phase ion, C3H5O5S (charge -1) at a distorted geometry.

Structure (XYZ):
```
14
Properties=species:S:1:pos:R:3
S 0.778 1.121 -0.174
O 3.239 -1.314 -0.761
O 0.931 -1.381 0.226
O 1.452 1.440 -1.432
O 0.457 2.288 0.607
O 3.944 0.596 0.327
C 1.607 -0.248 0.700
C -0.771 0.415 -0.696
C 3.194 -0.355 0.037
H 1.606 -1.684 -0.465
H -1.077 1.292 -1.239
H -0.404 -0.449 -1.373
H -1.257 0.177 0.206
H 1.536 -0.179 1.753
```

Calculated values
Energy above the lowest of the compared OMol25 structures with the same formula, charge and spin ... 131.01 kJ/mol
E_LUMO ... 3.393 eV
Kohn-Sham gap ... 8.363 eV
Charge ... -1

Density functional theory data (the ωB97M-V functional and the def2-TZVPD basis) for a gas-phase ion, C3H5O6P (charge -2) at a distorted geometry.

Structure (XYZ):
```
15
Properties=species:S:1:pos:R:3
P 2.154 -0.392 0.086
O -0.290 -2.120 -1.387
O 1.111 0.020 1.341
O 0.630 2.126 -0.797
O -1.593 -1.486 0.386
O 2.884 -1.678 0.282
O 2.949 0.827 -0.436
C 0.428 -0.144 0.054
C -0.392 -1.442 0.086
C -0.234 1.012 -0.655
H 0.304 -2.157 0.644
H -0.640 0.785 -1.620
H 1.498 1.779 -0.617
H -1.209 1.432 -0.256
H -1.279 -2.289 -1.450
```

Calculated values
Energy above the lowest of the compared OMol25 structures with the same formula, charge and spin ... 132.30 kJ/mol
E_LUMO ... 6.668 eV
Kohn-Sham gap ... 6.778 eV
Charge ... -2